[1]
{
  "formula": "C25H16Cl5CoNOP",
  "method": "ωB97M-V with the def2-TZVPD basis set",
  "total_charge": 1,
  "s_squared": 0.773,
  "multiplicity": 2,
  "lumo_energy_ev": [-4.13, -3.93],
  "homo_energy_ha": [-0.42435, -0.42376],
  "molar_mass_g_mol": 613.58,
  "elements": ["Co", "Cl", "C", "C", "C", "Cl", "C", "Cl", "C", "Cl", "C", "Cl", "O", "N", "C", "C", "C", "C", "C", "C", "C", "P", "C", "C", "C", "C", "C", "C", "C", "C", "C", "C", "C", "C", "H", "H", "H", "H", "H", "H", "H", "H", "H", "H", "H", "H", "H", "H", "H", "H"],
  "positions_angstrom": [[0.00682, 0.04121, 0.12565], [3.14424, 0.29379, -1.86080], [3.12050, 0.03959, -0.14957], [1.90046, -0.13765, 0.48079], [1.94536, -0.32106, 1.84652], [0.32857, -0.48688, 2.52580], [3.07944, -0.29217, 2.63303], [2.99432, -0.45360, 4.33307], [4.29115, -0.09906, 1.96531], [5.74696, -0.03285, 2.86558], [4.31392, 0.05343, 0.57486], [5.80927, 0.30593, -0.22618], [-2.34876, -1.32636, 0.10599], [-1.94095, 0.00887, -0.06643], [-2.84133, 0.83426, 0.29380], [-2.70454, 2.28534, 0.25915], [-3.90590, 2.98661, 0.39345], [-3.93776, 4.36746, 0.31067], [-2.75954, 5.06448, 0.09697], [-1.55991, 4.37811, -0.02652], [-1.50750, 2.99202, 0.05906], [0.13993, 2.21979, -0.10558], [0.74853, 2.85606, -1.68064], [0.35326, 2.17948, -2.83378], [0.74065, 2.64128, -4.07907], [1.53316, 3.77761, -4.17773], [1.92789, 4.45489, -3.03387], [1.53423, 4.00056, -1.78352], [1.10960, 2.94246, 1.23852], [2.50329, 2.95836, 1.14063], [3.27085, 3.36437, 2.21826], [2.65592, 3.74956, 3.40300], [1.27311, 3.74158, 3.50315], [0.49842, 3.34040, 2.42446], [-2.17693, -1.76067, -0.74169], [-3.80193, 0.42312, 0.59428], [-4.82440, 2.43677, 0.55572], [-4.87627, 4.89409, 0.41331], [-2.76819, 6.14410, 0.03336], [-0.64499, 4.93625, -0.18425], [-0.25000, 1.28056, -2.75828], [0.43489, 2.11225, -4.97142], [1.84535, 4.13389, -5.15020], [2.54514, 5.33956, -3.11260], [1.84451, 4.53645, -0.89666], [2.98913, 2.65835, 0.22232], [4.35000, 3.37571, 2.13501], [3.25724, 4.06024, 4.24687], [0.79323, 4.04527, 4.42358], [-0.58073, 3.32947, 2.51716]]
}

=====

[2]
{
  "formula": "C3H6N5",
  "method": "ωB97M-V with the def2-TZVPD basis set",
  "total_charge": 1,
  "lumo_energy_ev": -3.38,
  "homo_energy_ha": -0.51572,
  "molar_mass_g_mol": 112.12,
  "e_above_lowest_kj_mol": 180.0,
  "elements": ["C", "C", "C", "N", "N", "N", "N", "N", "H", "H", "H", "H", "H", "H"],
  "positions_angstrom": [[1.01688, 0.48803, -1.92611], [0.71243, -0.77692, -0.18216], [-1.57008, 0.49224, 1.68977], [0.66060, 0.46781, -0.57032], [1.47538, -0.69138, -2.24976], [1.16022, -1.50341, -1.24303], [-1.45503, -0.62022, 2.06878], [-1.22933, 1.59183, 1.30024], [0.82874, 1.45418, -2.36691], [1.47055, -2.48145, -1.10034], [0.35476, 1.30153, 0.02429], [-2.20541, -1.30587, 2.33883], [0.40836, -0.92746, 0.88075], [-1.62807, 2.51111, 1.33597]]
}

=====

[3]
{
  "formula": "C7H29O10",
  "method": "ωB97M-V with the def2-TZVPD basis set",
  "total_charge": -1,
  "lumo_energy_ev": 3.02,
  "homo_energy_ha": -0.22489,
  "molar_mass_g_mol": 273.30,
  "e_above_lowest_kj_mol": 0.0,
  "elements": ["C", "O", "C", "C", "C", "C", "C", "C", "H", "H", "H", "H", "H", "H", "H", "H", "H", "H", "H", "H", "H", "O", "H", "H", "O", "H", "H", "O", "H", "H", "O", "H", "H", "O", "H", "H", "O", "H", "H", "O", "H", "H", "O", "H", "H", "O"],
  "positions_angstrom": [[-0.36376, 0.88493, -1.76172], [-0.98081, -0.37823, -1.61976], [1.10120, 0.83143, -2.27529], [1.75865, 2.15861, -1.89357], [2.02611, 2.25714, -0.40188], [1.82766, 3.39642, 0.26224], [2.56703, 0.86594, 1.57343], [2.76296, 1.16483, 0.28972], [-0.91683, 1.42954, -2.51486], [-0.28060, 1.31949, -0.75897], [1.58416, -0.11650, -2.06585], [1.11226, 0.77962, -3.37193], [1.25167, 3.03607, -2.28339], [2.77404, 2.24732, -2.31987], [1.33835, 4.25491, -0.18983], [2.13373, 3.56007, 1.28931], [3.13847, 0.08134, 2.04185], [1.72038, 1.30297, 2.08944], [3.47363, 0.62545, -0.32495], [-0.64760, -1.03808, -0.99894], [2.86058, -2.48318, -1.60592], [2.00871, -2.34381, -2.02301], [-3.22634, 2.53967, 0.19944], [-2.57439, 1.58985, -0.79723], [-3.27793, 2.23991, -0.70972], [-1.26533, 0.14629, 0.94177], [-2.54564, 0.40404, 1.73968], [-1.84997, 0.85650, 1.23869], [-2.30633, -2.15383, 2.56832], [-3.52360, -1.63470, 1.91218], [-2.94768, -1.43454, 2.65743], [0.79784, -3.83438, 0.02456], [1.31967, -2.42787, -1.29702], [0.42304, -2.94792, -0.00942], [-2.80969, -0.54481, -2.05466], [-3.90668, 0.61359, -1.95636], [-3.60700, -0.15247, -2.45758], [0.62141, -0.68878, 3.14262], [-0.64485, 0.30634, 2.91576], [-0.01998, -0.08542, 3.53369], [-1.07675, -3.01249, 0.58346], [-2.31591, -3.80911, 0.26204], [-2.06164, -3.04751, 0.78944], [1.62090, -2.60166, 2.58959], [1.20101, -2.25276, 1.11220], [1.72586, -1.90428, 1.93488]]
}

=====

[4]
{
  "formula": "C21H28ClN2O3",
  "method": "ωB97M-V with the def2-TZVPD basis set",
  "total_charge": 1,
  "smiles": "CC[NH2+]Cc1cc(OCC)c(OCC(=O)NCCc2ccccc2)cc1Cl",
  "lumo_energy_ev": -2.46,
  "homo_energy_ha": -0.41101,
  "molar_mass_g_mol": 391.92,
  "e_above_lowest_kj_mol": 0.0,
  "elements": ["C", "C", "N", "C", "C", "C", "C", "O", "C", "C", "C", "O", "C", "C", "O", "N", "C", "C", "C", "C", "C", "C", "C", "C", "C", "C", "Cl", "H", "H", "H", "H", "H", "H", "H", "H", "H", "H", "H", "H", "H", "H", "H", "H", "H", "H", "H", "H", "H", "H", "H", "H", "H", "H", "H", "H"],
  "positions_angstrom": [[5.41803, 1.61578, 0.61246], [5.09543, 0.22663, 0.09305], [3.63363, 0.07786, -0.08788], [3.18179, -1.21974, -0.65495], [1.69185, -1.19854, -0.85774], [0.88176, -2.16571, -0.26025], [-0.49127, -2.17960, -0.44422], [-1.34349, -3.06523, 0.09178], [-0.84527, -4.14719, 0.86600], [-2.03148, -5.00935, 1.26394], [-1.08568, -1.18089, -1.26163], [-2.41897, -1.28121, -1.41908], [-3.06042, -0.40023, -2.32486], [-3.14933, 1.02651, -1.75327], [-2.59696, 1.97128, -2.27503], [-3.88103, 1.08753, -0.63216], [-4.06144, 2.30376, 0.12540], [-3.27300, 2.27326, 1.44132], [-1.78921, 2.25224, 1.20528], [-1.03033, 1.12454, 1.48598], [0.34369, 1.13639, 1.31468], [0.97220, 2.27358, 0.83865], [0.21918, 3.39185, 0.52125], [-1.14932, 3.38167, 0.70715], [-0.28815, -0.20486, -1.83441], [1.08315, -0.22255, -1.63061], [2.02045, 1.04679, -2.38802], [4.95466, 1.79293, 1.58030], [6.49181, 1.72075, 0.73346], [5.08372, 2.37929, -0.08563], [5.44379, -0.53704, 0.79163], [5.57454, 0.06027, -0.87305], [3.27290, 0.78933, -0.77359], [3.15131, 0.24715, 0.80227], [3.69150, -1.35300, -1.61291], [3.46902, -2.03265, 0.01364], [1.34984, -2.92615, 0.34352], [-0.13108, -4.73189, 0.27185], [-0.33562, -3.76212, 1.75973], [-2.73672, -4.42740, 1.85000], [-2.53809, -5.37537, 0.37590], [-1.69076, -5.85481, 1.85369], [-4.06404, -0.80943, -2.46354], [-2.54618, -0.37700, -3.29126], [-4.24347, 0.23164, -0.23949], [-5.12625, 2.43726, 0.33475], [-3.71397, 3.12138, -0.50909], [-3.53530, 3.16570, 2.01240], [-3.57240, 1.39763, 2.02103], [-1.51069, 0.23283, 1.86282], [0.91020, 0.25079, 1.57333], [2.04780, 2.31599, 0.72962], [0.70484, 4.27822, 0.14266], [-1.72622, 4.26456, 0.47813], [-0.72094, 0.58651, -2.42501]]
}

=====

Largest force on an atom, record by record: 0.6 4.7 2.5 0.7 eV/A
Energy, record by record: -139243.039 -10650.421 -28205.849 -43871.133 eV